Record 1
Computed, not measured: a structure of composition C22H18BeN5O7S4, with wB97M-V/def2-TZVPD.

Last column: Mulliken charge in e.
Atoms and positions in Å:
Be 0.8518 2.1712 -0.5767  -0.32
O -4.3263 1.4934 4.4712  -0.48
C -3.1936 0.8065 4.7615  0.52
O -3.1051 0.2045 5.7950  -0.56
C -2.1081 0.8906 3.7395  0.66
C -2.3906 0.9811 2.3795  -1.25
C -1.3619 1.0760 1.4610  0.01
C -0.0496 1.0843 1.9086  -0.59
C 0.2433 1.0073 3.2626  -0.12
C -0.7879 0.8919 4.1753  -1.12
N 0.9609 1.2094 0.9260  1.04
C 2.0988 0.6615 1.0393  -0.31
C 3.0343 0.9119 -0.0700  0.31
C 4.2603 0.3058 -0.2146  -0.89
C 4.9982 0.6106 -1.3528  -0.45
C 4.4848 1.5038 -2.2737  -0.80
C 3.2374 2.0712 -2.0413  -0.22
N 2.5371 1.7691 -0.9649  0.41
H -4.1712 2.0449 3.6940  0.35
H -3.4148 0.9610 2.0253  0.44
H -1.5608 1.1596 0.4015  0.48
H 1.2644 1.1050 3.6052  0.58
H -0.5836 0.8368 5.2357  0.40
H 2.3804 0.0219 1.8722  0.51
H 4.6081 -0.4051 0.5207  0.51
H 5.9605 0.1458 -1.5195  0.42
H 5.0303 1.7619 -3.1696  0.41
H 2.7932 2.7877 -2.7195  0.52
N -3.6009 -5.2511 -0.2608  -0.59
C -2.4826 -4.5225 -0.6659  1.17
C -1.7555 -3.7731 0.2632  -0.85
C -0.6265 -3.0825 -0.1271  -0.48
C -0.2030 -3.1271 -1.4517  -0.37
C -0.9164 -3.8682 -2.3785  -0.32
C -2.0484 -4.5671 -1.9879  -0.67
S 1.2274 -2.2069 -1.9410  1.14
O 2.3289 -2.6522 -1.1233  -0.77
O 1.3294 -2.3622 -3.3759  -0.70
N 0.9187 -0.7156 -1.4965  -0.02
C 0.1224 0.0881 -2.1841  0.45
S -0.8199 -0.2814 -3.6111  -0.08
C -1.4877 1.3190 -3.5947  -0.26
C -0.9743 2.0273 -2.5740  -1.23
N -0.0754 1.3454 -1.7832  0.62
H -4.0495 -4.9149 0.5756  0.23
H -4.2619 -5.4612 -0.9904  0.22
H -2.0854 -3.7355 1.2950  0.30
H -0.0687 -2.4954 0.5913  0.43
H -0.5807 -3.8833 -3.4063  0.49
H -2.6052 -5.1481 -2.7140  0.27
H -2.1923 1.6450 -4.3395  0.44
H -1.1857 3.0552 -2.3207  0.47
O 0.3796 3.8977 1.9486  -0.61
S 0.7898 4.5568 0.7083  0.88
O 0.2822 3.6002 -0.4459  -0.41
O 0.1681 5.8369 0.4565  -0.65
S 2.7833 4.6071 0.5627  -0.56

Results
Kohn-Sham gap: 5.6 eV
Net charge: -1
2S+1: 1

=====

Record 2
Computed, not measured: a cluster of 2 separate species, C9H16N3O in total, with wB97M-V/def2-TZVPD.

Last column: Mulliken charge in e.
Atoms and positions in Å:
C -0.4355 0.8903 -3.1859  -0.93
C 1.8484 1.7625 -2.6643  0.76
N 2.6599 2.2081 -1.6948  -0.36
N 0.7951 1.0023 -2.4030  -0.11
N 2.1210 2.0848 -3.9443  -0.34
H 2.2925 2.1526 -0.7581  0.19
H 3.6403 2.0887 -1.9030  0.26
H 0.5632 1.1318 -1.4152  0.09
H 3.0897 2.2616 -4.1390  0.24
H 1.5362 1.7821 -4.7040  0.19
H -0.1492 0.4950 -4.1673  0.37
H -0.9185 1.8200 -3.4674  0.38
H -1.0894 0.2527 -2.6129  0.27
C -1.6236 -3.3981 3.3683  -1.37
C -0.4960 0.2434 1.4905  0.81
C -0.1847 0.0469 2.8096  -0.57
C -1.2353 -0.6751 0.7568  -0.39
C -0.5213 -1.1415 3.4487  -0.64
C -1.7236 -1.7564 1.4463  -0.73
C -1.2755 -2.0687 2.7381  0.79
O -0.0555 1.3355 0.7655  -0.50
H 0.2610 2.1671 1.1121  0.28
H 0.3666 0.7948 3.3639  0.30
H -1.4628 -0.4031 -0.2640  0.26
H -0.3379 -1.2706 4.5023  0.32
H -2.2738 -2.6167 1.0834  0.37
H -1.2139 -4.2464 2.8157  0.33
H -2.6927 -3.5716 3.1784  0.37
H -1.4851 -3.3721 4.4436  0.35

Results
Kohn-Sham gap: 8.0 eV
Net charge: +1
2S+1: 1

=====

Record 3
Computed, not measured: a cluster of 2 separate species, C5H14NOP in total, with wB97M-V/def2-TZVPD.

Last column: Mulliken charge in e.
Atoms and positions in Å:
C -1.0219 -0.7269 -2.5807  -1.15
C -2.7186 -0.1797 -0.7905  -1.06
C 1.9151 -1.1563 2.2536  -0.81
C 1.4688 2.3214 0.5519  -0.98
C -1.4534 -0.8589 -1.1321  0.02
N 1.7490 -0.3905 0.9975  -0.31
O 0.0041 1.0111 2.3038  -0.65
P 0.4970 0.7183 0.9393  0.65
H 0.0783 -1.1206 -3.0395  0.23
H -1.6978 -1.2086 -3.2751  0.37
H -0.9734 0.2938 -2.7582  0.34
H -3.5139 -0.5715 -1.4597  0.37
H -2.7732 0.9390 -0.9429  0.29
H -3.0131 -0.3066 0.2593  0.31
H 1.8598 -2.2124 2.1404  0.29
H 2.9730 -0.9339 2.5620  0.26
H 1.3641 -0.6848 3.0800  0.31
H 1.9312 2.7495 1.3896  0.34
H 2.1810 2.1146 -0.2794  0.30
H 0.6765 3.0153 0.2239  0.28
H -1.2846 -1.8453 -0.6270  0.32
H 1.7522 -0.9669 0.1838  0.28

Results
Kohn-Sham gap (alpha / beta): 7.1 / 8.3 eV
Net charge: 0
2S+1: 1

=====

Record 4
Computed, not measured: a cluster of 6 separate species, C4H20O8 in total, with wB97M-V/def2-TZVPD.

Last column: Mulliken charge in e.
Atoms and positions in Å:
O -0.2099 -1.6720 -4.4195  -0.54
C -0.0880 -0.9509 -3.2259  -0.19
C 1.2993 -0.2645 -3.2061  -0.31
O 1.3407 0.6091 -2.0779  -0.56
H -1.0778 -1.9663 -4.5166  0.31
H -0.8969 -0.2165 -3.0808  0.26
H -0.2215 -1.5310 -2.3363  0.05
H 1.5864 0.2752 -4.1020  0.38
H 2.0421 -1.0283 -3.1725  0.33
H 2.2454 0.7191 -1.8278  0.29
O 0.5578 1.2240 2.0759  -0.47
C -0.2353 2.1005 2.8139  -0.29
C 0.2539 2.0704 4.3100  -0.40
O -0.2458 3.2209 4.9726  -0.52
H 0.0295 1.0518 1.3222  0.39
H -0.1404 3.0850 2.3342  0.27
H -1.2731 1.8804 2.7546  0.31
H 1.3611 1.9865 4.3375  0.28
H -0.1021 1.1844 4.8065  0.26
H 0.2762 3.3961 5.8001  0.30
O -0.7658 0.4563 -0.3979  -0.89
H -0.1021 0.5661 -1.1006  0.39
H -0.5790 -0.4005 -0.0216  0.36
O -3.1940 -0.8659 -1.1781  -0.66
H -2.3867 -0.3727 -1.0723  0.47
H -3.9119 -0.5896 -0.5652  0.29
O 2.3369 -2.3010 -0.4795  -0.64
H 1.3935 -2.0900 -0.4808  0.37
H 2.5339 -2.4122 0.4742  0.30
O -0.4292 -2.0790 0.2441  -0.64
H -0.4403 -2.9820 -0.0364  0.29
H -0.9567 -2.1035 1.0520  0.21

Results
Kohn-Sham gap: 10.0 eV
Net charge: 0
2S+1: 1

=====

E: -88639.064, -16104.216, -18235.487, -20851.054 (eV)